[1]
The following is a DFT calculation (the ωB97M-V functional and the def2-TZVPD basis) of a structure of composition C6H8BCl13O5 at a distorted geometry.

Results
E	-180053.5047	eV

```
33
Properties=species:S:1:pos:R:3:forces:R:3:mulliken_charge:R:1
O -2.428 -1.341 -0.982 -1.1815 4.5218 -7.6951 -0.483
C -2.510 -0.616 -2.100 0.1944 -3.5543 4.6328 0.595
O -1.575 0.549 -2.214 -2.7819 -2.2971 -0.3594 -0.129
Cl -1.894 1.487 -0.836 -1.6225 -0.5939 -0.2599 -0.046
O -3.383 -0.873 -3.256 2.2653 1.3430 3.3283 -0.293
C -4.764 -1.187 -2.861 -1.2077 -1.6156 0.1756 -0.318
B -5.536 -0.006 -2.016 -1.3904 1.3149 1.3703 0.547
O -6.527 -0.469 -0.989 0.2525 0.5843 -3.7976 -0.533
O -5.314 1.458 -2.163 -1.5141 -2.7354 -1.5190 -0.551
H -5.364 -1.421 -3.866 1.4980 0.6243 2.0001 0.291
H -4.818 -2.197 -2.238 0.3404 2.1326 -1.2669 0.238
H -7.362 -0.747 -1.509 1.8596 0.4899 1.4239 0.311
H -5.793 1.811 -2.991 1.3152 -0.8324 1.8738 0.317
C 2.395 1.429 0.005 -0.0097 -0.1117 -0.2714 0.114
Cl 3.096 -0.195 0.112 0.0321 0.1156 0.0108 -0.135
Cl 0.683 1.340 -0.442 1.8366 -0.3389 0.8296 0.077
Cl 2.593 2.294 1.539 -0.0062 -0.0470 -0.1116 -0.143
H 2.926 1.983 -0.774 -0.1396 -0.1919 0.3517 0.118
C 3.168 -0.320 4.449 -0.0639 0.1130 -0.0704 0.237
Cl 2.734 -1.926 5.060 0.0104 0.1352 -0.0743 -0.114
Cl 2.951 0.904 5.711 0.0023 -0.1473 -0.2035 -0.131
Cl 4.836 -0.311 3.854 -0.1990 -0.0382 0.0237 -0.117
H 2.503 -0.078 3.616 0.2382 -0.0690 0.2479 0.133
C 5.281 -4.315 3.989 -0.0041 0.0686 -0.0179 0.512
Cl 5.494 -5.072 2.401 -0.0459 0.1141 0.1534 -0.135
Cl 4.315 -5.355 5.049 0.0743 0.1678 -0.1230 -0.130
Cl 6.854 -3.964 4.726 -0.2116 0.0107 -0.0878 -0.123
H 4.747 -3.372 3.852 0.1896 -0.3196 0.0663 -0.138
C 0.479 4.047 -3.109 -0.1984 0.1181 0.1209 0.069
Cl -0.466 3.965 -1.612 0.3251 0.9462 -0.7525 -0.071
Cl 0.719 5.733 -3.601 -0.0078 -0.2134 -0.0188 -0.128
Cl 2.038 3.231 -2.907 -0.0643 0.1540 -0.2635 -0.124
H -0.079 3.535 -3.897 0.2147 0.1517 0.2837 0.282
```
Positions in Å, forces in eV/Å.

***

[2]
The following is a DFT calculation (the ωB97M-V functional and the def2-TZVPD basis) of a cluster of 3 separate species, C6H8BN3O2 in total at a distorted geometry.

Results
E	-15591.4322	eV

```
20
Properties=species:S:1:pos:R:3:forces:R:3:mulliken_charge:R:1
B 0.099 -0.856 0.183 -1.9245 0.9662 -0.4826 0.483
C -3.741 1.062 -0.381 3.9939 -0.9307 0.1926 -0.466
C -3.537 0.251 0.765 2.8219 0.9241 -3.7570 -0.645
C -2.691 1.336 -1.281 0.8532 -2.0533 1.7903 -0.579
C -2.354 -0.426 0.936 -0.1460 0.3791 -1.3473 -0.340
C -1.442 0.669 -1.019 0.8962 2.8662 -1.6374 -0.021
C -1.281 -0.211 0.011 -0.3712 -1.0868 2.0889 0.291
N 3.457 0.595 0.900 0.5238 -0.8924 -0.3846 1.124
N 2.367 0.748 0.797 -1.7975 1.3759 0.4438 -0.559
N 4.652 0.563 0.897 2.3355 1.8764 0.4460 -0.877
O 4.597 -1.931 -0.548 0.1804 -0.7891 4.2538 -0.646
O 1.237 -1.187 0.126 1.3381 -1.8094 -0.0975 -0.626
H -4.653 1.468 -0.489 -3.1012 1.4984 -0.6261 0.475
H -4.327 0.041 1.331 -3.0293 -0.6597 2.4957 0.475
H -2.731 1.927 -2.171 -0.4529 0.4746 -0.1436 0.390
H -2.409 -1.178 1.688 0.8487 -0.4349 0.5704 0.355
H -0.470 1.070 -1.551 -2.1761 -1.2193 0.6331 0.213
H 5.201 -0.264 0.970 -0.4303 -0.9560 -0.1044 0.312
H 3.877 -1.924 0.158 1.2425 -0.1829 -1.5847 0.331
H 4.152 -1.752 -1.322 -1.6049 0.6537 -2.7497 0.310
```
Positions in Å, forces in eV/Å.

***

[3]
The following is a DFT calculation (the ωB97M-V functional and the def2-TZVPD basis) of a structure of composition C6H8BaOP at a distorted geometry.

Results
E	-18373.3248	eV
total charge	-1

```
17
Properties=species:S:1:pos:R:3:forces:R:3:mulliken_charge:R:1
C 1.454 -0.795 -0.059 0.6079 -1.9876 0.5279 -0.990
C 2.277 0.007 -0.828 -0.7255 1.9129 -1.3666 0.137
C 1.844 1.155 -1.687 0.0262 -0.2168 -0.0130 -0.733
C 0.526 1.820 -2.114 3.0232 0.4848 -0.6787 0.384
C -0.730 1.562 -1.811 -3.1354 -1.7465 0.6216 -1.391
Ba -0.655 0.311 0.325 0.7516 2.9588 -0.2205 1.067
P -0.926 -1.750 2.390 0.0716 -1.5638 1.0682 -0.285
H 1.861 -1.645 0.565 0.4087 0.7034 -0.7190 0.096
H 3.401 -0.090 -0.907 -0.9317 -0.0590 0.3074 0.181
H 2.702 1.627 -2.225 -0.6734 -0.2928 0.5520 0.093
H -1.745 1.997 -1.983 1.2983 0.5735 -0.9145 0.228
H 0.761 2.658 -2.835 0.2127 -0.3369 0.5588 0.110
H -1.329 -1.196 3.677 0.2058 -0.7125 -0.5600 0.079
H 0.321 -2.400 2.768 -0.9994 0.2451 -0.0134 0.104
H -1.817 -2.894 2.295 0.5288 0.3128 0.6963 0.075
O -4.501 -0.240 1.435 2.2641 0.3744 -0.9557 -0.150
C -3.444 -0.127 0.996 -2.9334 -0.6499 1.1091 -0.004
```
Positions in Å, forces in eV/Å.

***

[4]
The following is a DFT calculation (the ωB97M-V functional and the def2-TZVPD basis) of the ion C6H8BrFN with charge +1 at a distorted geometry.

Results
total charge	+1
SMILES	[NH3+][C@@]1(Br)CC=CC=C1F
energy relative to the best compared isomer or geometry (same formula, charge and spin)	0.0	kJ/mol

```
17
Properties=species:S:1:pos:R:3:forces:R:3:mulliken_charge:R:1
N 0.650 1.800 0.807 -0.6956 0.1605 2.3489 -0.224
C -0.139 0.631 0.370 -2.4980 -0.6578 -0.8614 -0.368
Br -2.196 1.133 0.954 2.0571 -0.4439 -0.4647 -0.077
C -0.070 0.420 -1.270 -1.9561 2.9537 2.9762 -0.372
C -0.588 -0.931 -1.628 0.9147 -0.1001 1.6873 -0.719
C -0.474 -1.939 -0.754 0.3255 1.0575 -0.5829 -0.293
C 0.206 -1.791 0.486 -0.1163 2.4984 0.2595 -0.406
C 0.304 -0.591 1.059 0.5230 -0.1856 0.4858 0.518
F 0.835 -0.449 2.316 -0.4349 0.3185 -0.9361 -0.290
H 1.420 1.882 0.207 1.4468 1.0945 -1.4298 0.348
H 1.065 1.728 1.735 0.4994 -1.6179 0.5180 0.336
H 0.169 2.646 1.118 -0.8719 0.5395 -1.7519 0.402
H 0.972 0.732 -1.361 0.3015 -0.6852 -1.1658 0.385
H -0.761 1.278 -1.672 1.4539 -1.6849 0.4221 0.298
H -1.112 -1.016 -2.517 -0.7888 -0.2653 -1.6211 0.460
H -0.850 -2.912 -0.825 -0.7979 -1.2123 -1.0778 0.466
H 0.568 -2.621 0.975 0.6378 -1.7695 1.1937 0.537
```
Positions in Å, forces in eV/Å.

***

[5]
The following is a DFT calculation (the ωB97M-V functional and the def2-TZVPD basis) of a cluster of 2 separate species, C6H8ClN3O2S in total at a distorted geometry.

Results
E	-38272.6481	eV

```
21
Properties=species:S:1:pos:R:3:forces:R:3:mulliken_charge:R:1
C -0.889 1.980 0.953 1.6927 -1.2376 -0.4475 -0.208
C 1.198 1.174 0.273 -2.3032 1.6982 0.6574 0.384
C 0.791 -0.116 0.387 0.5920 -1.6466 0.7004 -0.316
C 0.321 1.124 -2.860 -1.1166 0.0618 1.1189 0.761
C -1.408 0.737 1.109 0.9848 1.7456 -0.9246 0.056
C 1.604 -2.586 -0.645 -1.9374 3.0632 -0.6662 -0.767
N 0.349 2.246 0.383 0.7509 -1.0207 -0.0880 -0.691
N -2.476 0.428 1.934 -1.9850 -1.0902 -4.8965 -0.563
N -0.647 -0.299 0.258 -1.1916 0.9415 1.6987 0.060
O -0.706 1.136 -2.329 -0.9500 -0.1102 0.0357 -0.461
O 1.351 1.093 -3.333 2.0489 -0.0037 -1.2323 -0.332
S 1.644 -1.543 0.956 0.1870 -0.0508 -1.5080 -0.091
Cl 2.872 1.446 0.110 0.6148 0.4820 -0.1489 -0.191
H -1.390 2.795 1.428 -0.2436 0.4975 0.0646 0.449
H 2.219 -3.433 -0.529 0.3392 -1.1594 0.1908 0.376
H 1.965 -1.958 -1.553 -0.4976 -0.9605 1.7193 0.199
H 0.476 -2.766 -0.769 1.8798 -0.4057 -0.1518 0.190
H -3.150 -0.227 1.440 0.8167 1.1957 1.3987 0.264
H -2.271 0.177 2.821 0.7058 -1.1479 3.3504 0.216
H -0.898 -0.251 -0.710 -0.6605 0.1480 -0.7664 0.262
H -0.955 -1.156 0.675 0.2727 -1.0002 -0.1045 0.405
```
Positions in Å, forces in eV/Å.

***

[6]
The following is a DFT calculation (the ωB97M-V functional and the def2-TZVPD basis) of a cluster of 2 separate species, C6H8ClN4 in total at a distorted geometry.

Results
total charge	+1
energy relative to the best compared isomer or geometry (same formula, charge and spin)	263.1	kJ/mol

```
19
Properties=species:S:1:pos:R:3:forces:R:3:mulliken_charge:R:1
C 0.671 0.767 0.476 0.4543 -1.1252 -1.8895 -0.535
C -0.803 2.425 -0.560 -0.0707 0.9868 -0.6361 -0.075
C -0.348 -0.215 0.139 1.0930 0.0411 1.0171 0.785
C -3.371 0.481 0.952 0.5080 -0.1734 0.8839 0.469
C 0.426 2.192 0.295 -1.3090 0.5126 2.3881 -0.596
C -1.070 -2.529 -0.096 -0.3713 1.1053 -2.4571 -0.757
N -1.356 1.416 -1.087 -0.6667 1.2529 -0.4236 -0.319
N -2.369 0.335 1.503 -0.3325 0.2388 -0.0226 -0.359
N -1.024 0.209 -0.950 0.6131 -1.8459 -0.1462 -0.124
N -0.284 -1.470 0.513 1.5402 -0.6869 0.7609 -0.146
Cl -4.815 0.661 0.283 -0.6922 0.1175 -0.4474 -0.057
H 1.651 0.414 0.029 -0.7878 0.3089 1.3416 0.296
H -1.235 3.404 -0.842 0.3877 -0.4852 0.8653 0.446
H 0.173 2.781 1.289 -0.0074 -1.2866 -1.4587 0.298
H 1.343 2.643 0.070 1.1171 1.0177 -1.0496 0.488
H -0.944 -3.524 0.242 0.6076 -0.5657 1.0563 0.351
H -2.083 -2.219 0.061 -0.8335 -0.2396 -0.1526 0.246
H -0.876 -2.580 -1.213 -0.2261 0.2815 1.2149 0.286
H 0.450 -1.732 1.207 -1.0238 0.5454 -0.8445 0.301
```
Positions in Å, forces in eV/Å.